Entry 1:
ORCA calculation (ωB97M-V/def2-TZVPD) on a cluster of 2 separate species, C5H11NO in total.

The HOMO energy (alpha / beta) is -3.07 / -3.08 eV. Its multiplicity is 2. Its charge is -1. For the frontier orbital gap (alpha / beta), the calculation gives 7.3028 / 6.9965 eV. For the LUMO energy (alpha / beta), the calculation gives 4.24 / 3.91 eV. As for the expectation value of S²: 0.756. The energy above the lowest of the compared OMol25 structures with the same formula, charge and spin is 322.20 kJ/mol.

Each line ends with the natural charge from an NBO analysis.
Cartesian coordinates (Å):
C 0.1252 1.9703 -0.0891  -0.623
C 1.1543 0.9350 -0.3203  -0.457
C 1.4009 -0.1838 0.6214  -0.140
C 0.7588 -1.3995 0.2327  -0.193
N -0.4202 -1.3304 -0.8344  -0.666
C -0.6530 -1.8221 0.6042  -0.236
H 0.3300 2.3772 0.9378  0.169
H 0.1851 2.7121 -0.8971  0.180
H -0.9060 1.6208 -0.0441  0.295
H 0.9107 0.5189 -1.2761  0.216
H 2.1038 1.4798 -0.4321  0.170
H 2.2778 -0.2461 1.2266  0.163
H 1.3673 -2.2694 0.3773  0.185
H -1.2322 -1.2368 1.3612  0.229
H -0.9013 -2.8940 0.4313  0.172
H -3.0803 0.0671 -0.8664  0.408
H -1.0052 -0.4648 -0.8553  0.435
O -2.4155 0.1655 -0.1776  -1.307



Entry 2:
ORCA calculation (ωB97M-V/def2-TZVPD) on a structure of composition C16H31CuNP2.

The HOMO energy (alpha / beta) is -7.69 / -8.12 eV. Its multiplicity is 2. Its charge is 0. For the frontier orbital gap (alpha / beta), the calculation gives 8.0916 / 7.2250 eV. For the LUMO energy (alpha / beta), the calculation gives 0.40 / -0.90 eV. As for the expectation value of S²: 0.757. The energy above the lowest of the compared OMol25 structures with the same formula, charge and spin is 363.39 kJ/mol.

Each line ends with the natural charge from an NBO analysis.
Cartesian coordinates (Å):
P -2.3830 3.9703 -1.4900  0.740
P -0.6207 2.4178 -3.9518  0.669
C -1.3779 4.9368 -2.7769  -0.732
C -1.4823 4.3503 -4.1535  -0.616
H -0.3352 4.8040 -2.3992  0.258
H -1.5621 6.0199 -2.7247  0.232
H -2.5013 4.3395 -4.5306  0.217
H -0.8452 4.8838 -4.8526  0.222
C 0.8132 3.1944 -4.7489  -0.920
H 1.6206 2.4620 -4.6869  0.224
H 1.1312 4.1655 -4.3816  0.217
H 0.4015 3.2721 -5.7648  0.219
C -0.4235 1.0104 -5.1178  -0.954
H 0.4132 1.1566 -5.8108  0.222
H -1.3192 0.8362 -5.7094  0.276
H -0.1661 0.1313 -4.5131  0.245
C -2.3713 5.5537 -0.4972  -0.890
H -2.6047 5.3579 0.5518  0.225
H -3.1152 6.2482 -0.9161  0.214
H -1.3951 6.0559 -0.5328  0.237
C -4.2071 3.9804 -1.7690  -0.963
H -4.5852 3.3018 -2.5459  0.244
H -4.5682 4.9874 -1.9747  0.229
H -4.6432 3.6538 -0.8167  0.256
Cu -2.7102 2.3995 -3.1533  0.858
C 2.0628 3.3506 -1.5691  -0.181
C 1.9921 4.6748 -1.7720  -0.185
C 2.2795 5.7387 -0.7804  -0.436
C 1.9854 5.3589 0.6959  -0.444
C 0.5791 4.9974 1.0357  -0.217
C -0.0190 3.8085 1.0031  -0.160
C 0.3143 2.5815 0.2414  -0.445
C 1.6632 2.4455 -0.4617  -0.460
C -2.8374 0.8509 -1.9121  -0.821
H 2.3613 2.8052 -2.4727  0.196
H 1.7096 5.0880 -2.7443  0.192
H 1.7856 6.7008 -1.0221  0.201
H 3.3706 5.9226 -0.8037  0.224
H 2.6865 4.5576 0.9658  0.212
H 2.2109 6.2517 1.3149  0.218
H -0.0124 5.8109 1.4622  0.197
H -0.9919 3.6902 1.4902  0.197
H -0.5005 2.4569 -0.4920  0.240
H 0.1874 1.6817 0.8676  0.219
H 2.4832 2.3004 0.2385  0.215
H 1.5634 1.4751 -0.9591  0.221
H -3.7365 0.3361 -2.2812  0.217
H -2.8309 1.0931 -0.8535  0.190
H -1.8880 0.4183 -2.2426  0.199
N -3.9082 0.6530 -5.2921  -0.481
C -3.5288 1.4659 -4.5245  -0.237



Entry 3:
ORCA calculation (ωB97M-V/def2-TZVPD) on the molecule C6H4O.

The HOMO energy is -10.24 eV. Its multiplicity is 1. Its charge is 0. For the frontier orbital gap, the calculation gives 9.3635 eV. For the LUMO energy, the calculation gives -0.88 eV. The energy above the lowest of the compared OMol25 structures with the same formula, charge and spin is 435.94 kJ/mol.

Each line ends with the natural charge from an NBO analysis.
Cartesian coordinates (Å):
C -2.3261 -0.1436 -0.8017  -0.700
C -0.9925 0.0909 -0.2580  0.157
C 0.1058 0.2765 0.2075  -0.173
C 1.3814 0.5240 0.8231  0.518
O 1.7098 1.5576 1.3404  -0.446
C 2.0453 -1.1702 1.2774  0.062
C 2.6805 -0.4826 0.4275  -0.445
H -2.6041 0.6503 -1.5016  0.249
H -3.0602 -0.1516 0.0102  0.252
H -2.3756 -1.1045 -1.3220  0.245
H 3.4358 -0.0469 -0.2031  0.282